No. 1
147
Properties=species:S:1:pos:R:3:forces:R:3:lowdin_charge:R:1 method="wB97M-V/def2-TZVPD" charge=+1 relative_energy_kcal_mol=0.0 largest_force_ev_per_a=1.883
C -0.006 4.606 -0.307 0.2 0.2 0.1 -0.128
C -0.871 4.066 0.830 -0.1 0.3 -0.1 -0.396
P -0.637 2.294 1.236 0.7 -0.2 0.5 0.996
C -2.166 1.876 2.161 -0.1 0.2 0.0 -0.420
C -1.880 1.732 3.658 -0.3 -0.2 0.0 -0.155
C -0.879 1.485 -0.415 -0.8 0.2 -0.5 -0.445
C -2.324 1.403 -0.991 0.0 0.0 0.4 -0.078
B -2.695 2.685 -1.909 0.0 -0.5 -0.1 -0.583
O -3.278 3.717 -1.176 -0.2 0.1 -1.0 0.136
N -2.470 2.852 -3.303 0.8 1.4 1.0 -0.062
C -1.063 2.884 -3.748 -0.1 -0.6 -0.7 -0.094
C -3.158 4.013 -3.890 0.0 -0.2 -0.4 -0.055
C -2.645 -0.102 -1.266 0.5 0.2 0.1 -0.302
O -3.252 -0.557 -0.048 0.1 -0.6 -0.2 -0.121
C -4.613 -0.947 -0.094 -0.5 0.1 0.2 -0.163
C -5.528 0.244 -0.356 -0.3 -0.2 0.2 -0.184
N -6.903 -0.218 -0.487 0.3 0.0 -0.2 -0.039
C -7.899 0.836 -0.599 0.0 -0.2 -0.1 -0.182
C -8.198 1.667 0.649 -0.1 0.3 0.1 -0.412
C -8.314 0.846 1.922 0.1 -0.2 0.1 -0.033
O -7.194 2.666 0.888 0.0 -0.6 0.7 -0.049
B -3.423 -0.556 -2.636 -0.3 0.1 0.2 -0.753
O -3.554 -1.911 -2.779 0.5 0.4 0.5 0.169
O -4.020 0.282 -3.549 0.3 -1.0 0.0 0.176
C -1.262 -0.778 -1.349 0.5 0.0 -1.2 -0.509
Br -0.763 -0.379 -3.314 -0.4 -0.2 0.6 0.990
C -1.052 -2.296 -1.210 0.1 -0.2 0.2 -0.207
C -2.026 -3.211 -0.450 -0.2 -0.2 0.1 -0.250
C -2.096 -3.150 1.074 0.1 0.2 0.0 -0.597
S -3.392 -4.256 1.701 0.0 -0.3 -0.1 0.768
N -0.275 0.071 -0.498 -0.3 0.1 0.9 -0.562
Cl -0.204 -0.681 1.139 -0.1 0.3 -0.4 0.856
P 1.385 0.292 -1.263 1.1 0.5 -1.4 0.971
C 2.445 1.406 -0.295 -0.3 -0.2 1.0 -0.379
C 2.954 1.108 1.130 0.0 0.2 0.1 -0.140
C 2.239 -1.311 -1.250 -0.4 -0.5 0.4 -0.382
C 2.599 -2.065 0.033 0.3 -0.3 -0.1 -0.145
H -0.231 5.661 -0.479 0.0 -0.1 0.0 0.086
H -0.176 4.093 -1.257 0.0 0.0 0.0 0.051
H 1.060 4.542 -0.071 -0.1 -0.1 0.0 0.072
H -1.918 4.296 0.638 0.0 -0.1 0.0 0.063
H -0.592 4.573 1.760 -0.1 0.0 -0.1 0.086
H -2.573 0.952 1.746 0.1 -0.1 0.1 0.052
H -2.911 2.659 1.978 0.0 -0.1 0.1 0.087
H -2.696 1.197 4.149 0.0 0.1 0.0 0.074
H -0.966 1.160 3.837 0.0 0.1 0.0 0.054
H -1.791 2.704 4.141 0.1 0.0 0.0 0.072
H -0.276 2.116 -1.068 0.3 -0.4 -0.1 0.043
H -2.955 1.581 -0.116 -0.1 0.0 -0.2 0.101
H -4.112 3.517 -0.768 -0.4 -0.1 0.7 0.098
H -0.727 3.914 -3.898 -0.1 0.0 0.1 0.086
H -0.381 2.394 -3.057 -0.1 0.0 0.1 0.029
H -0.952 2.375 -4.711 0.0 0.1 0.0 0.084
H -2.675 4.948 -3.588 -0.2 0.0 0.0 0.096
H -4.211 4.036 -3.607 0.1 0.0 0.0 0.089
H -3.080 3.942 -4.979 -0.1 0.0 0.1 0.088
H -4.838 -1.350 0.900 0.1 0.1 -0.1 0.134
H -4.816 -1.752 -0.807 0.2 0.1 0.0 0.124
H -5.267 0.722 -1.307 0.1 0.2 0.1 0.108
H -5.406 0.971 0.457 0.2 0.1 -0.1 0.124
H -7.126 -0.838 0.280 -0.1 -0.1 0.1 0.099
H -7.581 1.509 -1.406 0.0 0.0 0.0 0.121
H -8.838 0.388 -0.938 0.0 0.0 0.1 0.126
H -9.150 2.183 0.472 0.0 0.0 -0.1 0.138
H -8.583 -0.193 1.715 -0.2 0.1 0.0 0.080
H -9.056 1.263 2.603 0.1 0.0 0.0 0.085
H -7.353 0.828 2.441 0.0 0.0 -0.1 0.086
H -7.029 3.111 0.070 0.0 0.6 -0.7 0.065
H -4.244 -2.106 -3.401 -0.4 -0.3 -0.8 0.127
H -4.727 0.814 -3.214 -0.4 0.8 0.1 0.089
H -0.051 -2.456 -0.803 -0.1 0.0 -0.1 0.073
H -1.025 -2.691 -2.225 -0.1 0.1 0.1 0.090
H -1.677 -4.219 -0.703 -0.1 0.0 -0.1 0.123
H -3.033 -3.137 -0.857 0.1 0.1 0.0 0.082
H -1.154 -3.468 1.525 0.0 0.1 0.0 0.058
H -2.323 -2.147 1.425 0.0 -0.1 0.0 0.019
H -4.137 -3.349 2.325 -0.1 0.2 0.2 -0.153
H 3.283 1.470 -1.002 -0.1 0.0 -0.1 0.092
H 1.956 2.378 -0.315 0.0 0.1 -0.2 0.038
H 2.455 0.257 1.583 0.0 0.0 0.0 0.017
H 2.763 1.964 1.780 0.0 -0.1 -0.1 0.068
H 4.029 0.923 1.133 0.0 -0.1 0.0 0.068
H 3.150 -1.067 -1.809 0.0 0.1 0.0 0.097
H 1.647 -1.964 -1.898 0.2 0.1 -0.2 0.061
H 3.256 -2.905 -0.206 0.0 0.1 0.0 0.079
H 3.147 -1.437 0.731 -0.1 -0.1 0.0 0.029
H 1.720 -2.490 0.520 0.1 0.1 0.0 0.040
O -5.978 -3.670 4.238 0.1 0.1 0.0 -0.296
S -7.105 -4.417 3.760 0.0 -0.1 -0.1 0.542
O -8.355 -3.743 3.598 -0.1 0.1 0.0 -0.275
O -7.288 -5.703 4.650 -0.1 -0.1 0.0 -0.257
C -7.389 -5.529 6.091 0.1 0.0 0.3 -0.234
C -8.719 -4.963 6.535 0.0 0.0 -0.2 -0.069
C -6.678 -5.214 2.259 0.0 -0.1 -0.1 -0.144
H -6.551 -4.917 6.425 0.0 0.0 -0.1 0.115
H -7.244 -6.535 6.478 0.0 0.0 -0.1 0.123
H -8.861 -3.943 6.184 0.0 0.0 0.0 0.072
H -8.758 -4.961 7.624 0.0 0.0 0.0 0.085
H -9.541 -5.568 6.154 0.0 0.0 0.0 0.087
H -5.734 -5.737 2.382 0.0 0.0 0.0 0.045
H -6.580 -4.422 1.520 0.0 0.0 0.0 0.063
H -7.472 -5.897 1.969 0.0 0.0 0.0 0.081
O 5.235 -3.421 1.537 -0.1 0.0 -0.1 -0.280
S 5.692 -2.289 2.287 0.0 -0.1 0.2 0.541
O 5.959 -1.067 1.589 -0.1 0.1 -0.1 -0.285
O 6.924 -2.710 3.163 0.1 0.1 0.0 -0.257
C 8.059 -3.348 2.503 0.3 -0.3 -0.1 -0.222
C 8.901 -2.394 1.691 -0.2 0.2 0.0 -0.073
C 4.580 -1.955 3.609 0.0 0.0 0.0 -0.111
H 7.685 -4.180 1.906 -0.1 0.1 0.0 0.116
H 8.631 -3.763 3.329 0.0 0.0 0.1 0.125
H 8.350 -1.999 0.837 0.0 0.0 0.0 0.073
H 9.782 -2.918 1.326 0.0 0.0 0.1 0.069
H 9.230 -1.554 2.300 0.1 0.0 0.0 0.089
H 4.379 -2.879 4.143 0.0 0.0 0.0 0.079
H 3.669 -1.566 3.159 0.0 0.0 0.0 0.057
H 5.029 -1.211 4.260 0.0 0.0 0.0 0.080
O 12.996 -0.101 2.328 -0.1 0.1 0.0 -0.270
S 13.193 -1.485 2.027 0.1 0.0 0.0 0.557
O 12.111 -2.397 2.246 -0.1 -0.1 0.0 -0.287
O 14.486 -1.994 2.779 0.0 -0.2 0.0 -0.262
C 14.573 -1.766 4.210 0.1 0.1 0.3 -0.239
C 13.674 -2.673 5.020 -0.1 0.0 -0.2 -0.072
C 13.795 -1.678 0.389 0.0 0.0 -0.1 -0.118
H 14.372 -0.712 4.407 -0.1 0.0 -0.1 0.115
H 15.620 -1.954 4.435 0.0 0.0 -0.1 0.123
H 12.622 -2.469 4.832 0.0 0.0 0.0 0.069
H 13.872 -2.516 6.080 0.0 0.0 0.0 0.084
H 13.864 -3.718 4.778 0.0 0.0 0.0 0.086
H 14.626 -0.996 0.238 0.0 0.0 0.0 0.077
H 12.969 -1.431 -0.273 0.0 0.0 0.0 0.077
H 14.099 -2.712 0.250 0.0 0.0 0.0 0.077
O 0.503 5.547 -5.997 0.0 -0.1 0.1 -0.285
S -0.396 5.712 -7.101 0.0 0.1 0.0 0.549
O -1.512 4.823 -7.217 -0.1 -0.1 0.1 -0.284
O 0.432 5.717 -8.443 -0.1 -0.1 -0.1 -0.260
C 1.319 4.596 -8.703 0.3 -0.1 0.0 -0.236
C 0.589 3.330 -9.093 -0.1 0.1 0.1 -0.070
C -0.963 7.372 -7.177 0.0 0.0 0.0 -0.116
H 1.957 4.449 -7.831 -0.1 0.0 0.1 0.114
H 1.945 4.951 -9.518 0.0 0.1 0.0 0.124
H -0.014 2.943 -8.274 0.0 0.0 0.0 0.067
H 1.319 2.571 -9.374 0.0 0.0 0.0 0.084
H -0.072 3.513 -9.940 0.0 0.0 0.0 0.087
H -0.111 8.040 -7.100 0.0 0.0 0.0 0.078
H -1.635 7.507 -6.332 0.0 0.0 0.0 0.077
H -1.496 7.514 -8.112 0.0 0.0 0.0 0.079

=====

No. 2
15
Properties=species:S:1:pos:R:3:forces:R:3:nbo_charge:R:1 method="wB97M-V/def2-TZVPD" charge=0 relative_energy_kcal_mol=115.7 largest_force_ev_per_a=0.446
C -0.718 -0.277 1.590 0.0 0.0 0.0 -0.645
C -0.111 -0.042 0.237 -0.2 -0.1 0.1 0.188
O 1.085 0.875 0.244 -0.1 0.3 0.0 -0.557
C 0.657 -1.045 -0.601 0.0 -0.1 0.0 -0.489
C 1.097 0.231 -1.296 0.4 -0.1 -0.1 -0.136
O -1.819 0.048 -1.482 0.2 0.2 0.2 -0.625
C -0.932 0.634 -0.886 -0.4 -0.1 0.1 0.353
H -1.585 -0.932 1.456 0.1 0.1 0.0 0.249
H -0.015 -0.755 2.279 -0.1 0.1 -0.1 0.228
H -1.074 0.660 2.034 0.1 -0.1 -0.1 0.221
H 0.771 1.801 0.184 0.1 -0.2 0.0 0.500
H 1.402 -1.641 -0.059 -0.1 0.1 -0.1 0.200
H -0.017 -1.665 -1.197 0.1 0.1 0.1 0.246
H 2.128 0.356 -1.638 0.0 -0.1 0.1 0.174
H -0.868 1.752 -0.866 0.0 -0.1 0.0 0.093

=====

no.,HOMO energy (eV)
1,-10.90
2,-8.24